Computed, not measured: the molecule C6H11NO, with the ωB97M-V functional and the def2-TZVPD basis.

Geometry as ORCA input:
```
! RIJCOSX wB97M-V def2-TZVPD def2/J DEFGRID3
* xyz 0 1
C 1.71 -1.42 1.17
C -1.93 0.69 -1.45
C -1.10 0.45 0.91
C -0.98 0.37 -0.35
N -1.38 0.78 2.15
C 0.58 -0.20 -0.76
C 1.40 0.54 -1.60
O 0.99 -0.27 0.78
H -1.79 0.10 2.76
H -0.79 1.45 2.62
H 0.44 -1.23 -1.08
H 2.63 -1.50 0.59
H 1.14 -2.34 1.02
H 1.96 -1.32 2.24
H -2.24 -0.24 -1.94
H -2.82 1.21 -1.10
H -1.40 1.29 -2.19
H 1.62 1.58 -1.39
H 1.95 0.06 -2.39
*
```

Largest force on an atom, Eh/bohr: 0.019
LUMO (alpha / beta), eV: 0.43 / 0.43
Kohn-Sham gap (alpha / beta), eV: 6.56 / 6.56
ΔE to the lowest compared entry with this formula, charge and spin, kJ/mol: 593.7